Formula: C5H8O
Source: the OMol25 dataset
Level of theory: ωB97M-V with the def2-TZVPD basis set

ORCA input file:
```
! wB97M-V def2-TZVPD RIJCOSX def2/J DEFGRID3
* xyz 0 1
C -1.6841 -0.6244 0.1883
C -0.7350 0.4244 -0.3645
O -0.2324 1.1929 0.7522
C 1.0969 0.9526 0.3344
C 1.4708 -0.4959 0.3032
C 0.6999 0.1038 -0.8397
H -2.5792 -0.1409 0.6021
H -1.2302 -1.1637 1.0307
H -1.9915 -1.3460 -0.5653
H -1.2030 1.0983 -1.1025
H 1.7934 1.7701 0.4654
H 2.5200 -0.6906 0.0908
H 0.9983 -1.2157 0.9641
H 1.0762 0.1353 -1.8591
*
```

Computed properties:
Highest occupied orbital energy = -9.142 eV
Orbital gap = 10.31 eV
Energy = -270.47263 Ha